Molecular formula: C26H43Br2GeN5O3Y
Method: DFT, the ωB97M-V functional and the def2-TZVPD basis

```
! wB97M-V def2-TZVPD RIJCOSX def2/J DEFGRID3
* xyz 1 1
Y 0.17331 0.93934 0.50017
C 1.74189 2.53559 3.59935
C 2.60447 2.61105 2.33080
N 1.96560 2.55023 0.97982
C 1.94171 3.79258 0.25332
C 1.57440 3.66434 -1.15737
N 0.33001 2.90161 -1.24982
C -0.93446 3.75393 -1.10224
C -1.42283 3.93017 0.38074
C -2.66193 3.08174 0.73452
N -2.31925 1.74267 1.21881
C -2.55860 1.50501 2.68234
C -1.33564 1.97569 3.42860
N -0.21703 1.11512 3.01916
C 0.98285 1.26527 3.81818
H 2.41430 2.73909 4.43869
H 1.03037 3.33801 3.61257
H 3.19764 3.58778 2.40704
H 3.38049 1.81884 2.37289
H 2.45267 1.85182 0.43478
H 1.21440 4.46146 0.73244
H 2.94666 4.17025 0.35908
H 1.46975 4.67987 -1.62235
H 2.34183 3.02951 -1.67562
H 0.23594 2.41809 -2.11635
H -0.68397 4.76837 -1.43642
H -1.70273 3.23192 -1.68132
H -0.60351 3.67280 1.06457
H -1.75117 4.94612 0.51965
H -3.31088 3.62846 1.45530
H -3.30230 2.94732 -0.18883
H -2.80118 1.00245 0.71985
H -3.48175 2.09497 2.96063
H -2.81326 0.44302 2.80328
H -1.18943 3.05172 3.19743
H -1.53350 1.93188 4.48806
H -0.61606 0.15253 3.04514
H 0.68462 1.21790 4.87048
H 1.63049 0.41960 3.54335
O 0.94405 -4.88765 -5.60685
C 0.74814 -4.05368 -4.58941
C 0.10287 -4.41501 -3.41476
C -0.02445 -3.50834 -2.40581
N 0.37739 -2.21700 -2.50164
C 0.98890 -1.89213 -3.66827
Br 1.66030 -0.10802 -3.73648
C 1.23259 -2.76954 -4.74378
H 0.40653 -5.72286 -5.44723
H -0.26658 -5.49027 -3.32884
H -0.58249 -3.71341 -1.49958
H 1.78870 -2.43832 -5.62162
Br -3.78000 -2.47649 0.98046
C -3.50386 -2.30478 -0.88043
C -4.43098 -2.96446 -1.76326
C -4.20461 -2.92550 -3.10247
C -3.14956 -2.26869 -3.68966
C -2.35363 -1.50546 -2.87463
C -2.52915 -1.52352 -1.46345
C -1.68229 -0.59153 -0.67231
O -1.36767 -0.83930 0.52959
O -1.34180 0.51220 -1.21939
H -5.26123 -3.50356 -1.36175
H -4.94167 -3.36066 -3.79241
H -2.98230 -2.27532 -4.73025
H -1.66794 -0.76033 -3.24165
C 0.69432 -2.33528 2.35479
Ge 2.21136 -1.90859 1.12414
C 2.38594 -3.54968 0.03791
C 3.75057 -1.75280 2.46487
C 2.08609 -0.30890 -0.02920
H 1.06124 -3.32946 2.75132
H -0.19357 -2.42849 1.77425
H 0.63669 -1.59865 3.16147
H 2.91038 -4.31733 0.62561
H 2.86487 -3.42665 -0.93263
H 1.41222 -4.01998 -0.18262
H 3.87557 -2.63731 3.10858
H 3.61521 -0.91015 3.12418
H 4.65736 -1.60501 1.85888
H 1.62820 -0.67334 -0.95625
H 3.15040 -0.16281 -0.18019
*
```

Its LUMO energy is -1.78 eV. The calculation puts the energy relative to the best compared isomer or geometry (same formula, charge and spin) at 0.00 kJ/mol. The total energy is -238894.396 eV. The molecular weight comes out at 794.99 g/mol.


Molecular formula: C5H8O2
Method: DFT, the ωB97M-V functional and the def2-TZVPD basis

```
! wB97M-V def2-TZVPD RIJCOSX def2/J DEFGRID3
* xyz 0 1
C -1.49715 -0.02318 -0.91193
C -0.45488 -0.47360 0.10820
C 0.64362 -1.30230 -0.50799
O 1.80772 -1.12409 -0.19905
C 1.20555 0.12877 1.81138
C 0.25877 0.68658 0.83230
O 0.69538 1.67215 -0.09718
H -1.88336 -0.87693 -1.47889
H -1.05701 0.70001 -1.60426
H -2.34206 0.46996 -0.41806
H -0.91408 -1.11585 0.87382
H 0.35589 -2.07627 -1.25338
H 2.11286 0.77289 1.80390
H -0.47567 1.19257 1.48854
H 1.54443 1.36929 -0.44739
*
```

Its LUMO energy is 0.15 eV. The calculation puts the energy relative to the best compared isomer or geometry (same formula, charge and spin) at 420.89 kJ/mol. The total energy is -9405.470 eV. The molecular weight comes out at 100.12 g/mol.


Molecular formula: C17H29GeN3O7W
Method: DFT, the ωB97M-V functional and the def2-TZVPD basis

```
! wB97M-V def2-TZVPD RIJCOSX def2/J DEFGRID3
* xyz 2 1
W 0.28142 0.37965 -0.78774
O 0.78952 -3.48389 0.88224
C 0.84912 -2.23145 0.57443
O 0.52555 -1.77325 -0.53583
C 1.35824 -1.29180 1.57574
C 1.82549 -1.56255 2.84886
C 2.26924 -0.49510 3.62128
C 2.22795 0.79603 3.10591
C 1.73321 0.97392 1.82681
N 1.32523 -0.04948 1.08480
C 1.56055 2.27776 1.10971
O 1.87629 3.34390 1.51035
O 0.96031 2.06076 -0.09849
H 0.40841 -4.02710 0.16890
H 1.83821 -2.57787 3.22132
H 2.63858 -0.66904 4.62288
H 2.55377 1.65607 3.67604
N -1.37163 1.91377 -1.21854
N -2.53398 1.18476 -0.89105
C -2.44070 0.17576 0.05265
O -3.36531 -0.44676 0.45428
O -1.14788 -0.06867 0.44770
H -1.28454 2.76872 -0.66799
H -1.40663 2.16257 -2.20500
H -3.43739 1.60376 -1.06135
C -0.94893 -1.29221 -3.12613
O -0.34421 -0.20361 -2.40668
H -1.74049 -1.72374 -2.51555
H -0.18740 -2.03885 -3.34300
H -1.35620 -0.89345 -4.05080
C 2.99958 2.49889 -6.36167
C 2.58625 2.65640 -4.90471
C 2.68846 1.34030 -4.13749
C 2.25132 1.50843 -2.66686
Ge 2.71296 -0.16117 -1.72133
C 4.26418 -0.26369 -0.55600
C 5.55539 -0.22572 -1.39446
C 5.90708 1.17381 -1.88714
C 7.15925 1.18380 -2.75361
H 2.93482 3.45033 -6.88691
H 2.35756 1.78598 -6.88110
H 4.02858 2.14552 -6.44274
H 1.55811 3.02780 -4.84241
H 3.21582 3.40377 -4.41402
H 3.71774 0.97240 -4.19031
H 2.06641 0.57926 -4.61906
H 1.19016 1.80025 -2.68749
H 2.76732 2.32528 -2.15962
H 2.54138 -1.37224 -2.64267
H 4.18686 -1.20073 0.00147
H 4.24826 0.56000 0.16138
H 5.48274 -0.91313 -2.24451
H 6.37050 -0.60842 -0.77624
H 6.04457 1.83084 -1.02339
H 5.06800 1.59327 -2.45565
H 8.01314 0.78124 -2.20772
H 7.41171 2.19553 -3.06672
H 7.02326 0.57770 -3.65108
*
```

Its LUMO energy is -7.73 eV. The calculation puts the energy relative to the best compared isomer or geometry (same formula, charge and spin) at 7.58 kJ/mol. The total energy is -95230.631 eV. The molecular weight comes out at 643.88 g/mol.


Molecular formula: C2H12O5
Method: DFT, the ωB97M-V functional and the def2-TZVPD basis

```
! wB97M-V def2-TZVPD RIJCOSX def2/J DEFGRID3
* xyz 1 2
C -1.14188 -2.40961 -0.36345
C -0.16286 -1.63110 -0.91994
O 1.12221 -1.31018 -0.39193
H -2.05591 -2.30019 -0.66215
H -1.02060 -3.36194 0.20572
H -0.44381 -1.10266 -1.83069
H 0.97024 -1.11729 0.54423
H 0.82187 0.72407 1.93480
H 2.28690 0.33117 1.81689
O 1.43114 -0.01441 1.86967
H -0.64114 1.77719 0.41129
H 0.72272 2.28096 0.01106
O 0.10317 2.26871 0.76387
H 1.44097 1.69006 -2.02944
H 1.61968 0.46262 -1.23047
O 1.99786 1.33268 -1.41664
H -2.62959 1.38035 0.98961
H -2.39788 0.08439 0.02475
O -2.02309 0.91518 0.27282
*
```

Its LUMO energy (alpha / beta) is -5.90 / -9.42 eV. The calculation puts the energy relative to the best compared isomer or geometry (same formula, charge and spin) at 233.49 kJ/mol. The total energy is -12495.090 eV. The molecular weight comes out at 116.11 g/mol.